# 1
ORCA calculation (ωB97M-V/def2-TZVPD) on an isolated molecule of C2H2FN3O.

Each line ends with the Löwdin charge.
Geometry (Å):
C 0.748 -2.381 -0.548  0.1247
C -0.196 1.415 0.266  -0.4750
N 0.507 -1.238 -0.735  -0.0860
N 0.480 1.068 -0.732  0.0800
N 0.658 -0.134 -1.253  -0.0259
O -0.892 0.660 1.134  0.1221
F -0.251 2.726 0.556  0.0960
H 0.340 -3.341 -0.424  0.0415
H -1.394 1.225 1.735  0.1225

## Properties
- Strongest force on any atom: 0.04978 hartree/bohr
- Frontier orbital gap: 8.6 eV

=====

# 2
ORCA calculation (ωB97M-V/def2-TZVPD) on a cluster of 2 separate species, C2H2FNO2 in total.

Each line ends with the Löwdin charge.
Geometry (Å):
C -1.038 -0.031 -0.043  -0.0191
C -0.422 -1.167 0.124  -0.2596
O 0.116 -2.188 0.192  0.2060
H -1.829 0.401 0.429  0.0443
H -1.021 0.582 -0.911  0.0763
O 1.620 0.653 1.131  0.1168
N 1.067 1.139 0.248  0.0409
F 1.506 0.610 -1.170  -0.2056

## Properties
- SMILES: C=C=O.O=NF
- Strongest force on any atom: 0.06301 hartree/bohr
- Frontier orbital gap (alpha / beta): 8.8 / 8.8 eV

=====

# 3
ORCA calculation (ωB97M-V/def2-TZVPD) on an isolated molecule of C2H2FNO2.

Each line ends with the Löwdin charge.
Geometry (Å):
O 1.660 0.401 -0.981  0.1235
C 0.521 0.306 -0.615  -0.5344
O -0.542 0.565 -1.360  0.1219
C 0.126 -0.168 0.743  -0.0328
N -1.039 -0.625 0.851  0.0943
F -1.330 -1.132 2.102  -0.0579
H -0.277 0.803 -2.265  0.1437
H 0.881 -0.150 1.526  0.1416

## Properties
- SMILES: O=C(O)/C=N/F
- Strongest force on any atom: 0.01868 hartree/bohr
- Frontier orbital gap: 11.4 eV

=====

# 4
ORCA calculation (ωB97M-V/def2-TZVPD) on an isolated molecule of C2H2FNP2.

Each line ends with the Löwdin charge.
Geometry (Å):
H -0.341 -3.040 0.822  -0.1955
P -0.265 -2.380 -0.321  0.7979
N -1.305 -1.252 0.096  -0.6607
P -2.166 -0.057 -0.553  0.6912
F -2.944 0.453 0.825  -0.3659
C -0.981 1.460 -0.562  -0.3015
C -0.268 2.382 -0.763  -0.0198
H 0.405 3.258 -1.004  0.0542

## Properties
- SMILES: [H]/P=N/P(F)C#C
- Strongest force on any atom: 0.08751 hartree/bohr
- Frontier orbital gap: 7.9 eV

=====

# 5
ORCA calculation (ωB97M-V/def2-TZVPD) on an isolated molecule of C2H2FO2P.

Each line ends with the Löwdin charge.
Geometry (Å):
F -0.124 0.854 2.763  -0.0250
O 1.173 1.108 2.335  0.0296
O 1.233 1.490 0.901  0.0225
C 0.632 0.674 0.081  -0.1885
C -0.004 -0.131 -0.579  -0.3950
P -1.023 -1.364 -1.210  0.7702
H -0.149 -1.997 -2.149  -0.0950
H -1.737 -0.633 -2.142  -0.1189

## Properties
- SMILES: FOOC#CP
- Strongest force on any atom: 0.03640 hartree/bohr
- Frontier orbital gap: 9.0 eV

=====

# 6
ORCA calculation (ωB97M-V/def2-TZVPD) on a structure of composition C2H2FO2Sn.

Each line ends with the Löwdin charge.
Geometry (Å):
F 1.234 0.167 -1.878  0.2470
C 1.159 0.453 -0.656  -0.2081
C 1.413 0.433 0.541  -0.0731
H 2.080 0.410 1.394  0.0999
O -1.275 -0.906 -0.713  -0.3443
O -2.078 -0.257 0.333  -0.2264
H -2.198 0.651 0.022  0.1342
Sn -0.336 -0.951 0.957  1.3707

## Properties
- Charge: +1
- Strongest force on any atom: 0.12253 hartree/bohr
- Frontier orbital gap: 9.2 eV

=====

# 7
ORCA calculation (ωB97M-V/def2-TZVPD) on the ion C2H2FO3P with charge -2.

Each line ends with the Mulliken spin population.
Geometry (Å):
C -0.267 -1.039 1.064  0.9268
C -0.334 0.263 0.611  0.8540
O 0.010 -0.653 -1.944  0.0138
O 1.708 0.893 -0.815  0.1330
O -0.432 1.899 -1.654  0.0177
F -0.562 1.160 1.573  0.0428
P 0.287 0.654 -1.168  -0.0345
H -0.158 -1.737 0.268  0.0360
H -0.253 -1.441 2.066  0.0104

## Properties
- Charge: -2
- Strongest force on any atom: 0.11034 hartree/bohr
- Frontier orbital gap (alpha / beta): 3.9 / 5.6 eV
- Multiplicity: 3

=====

# 8
ORCA calculation (ωB97M-V/def2-TZVPD) on a structure of composition C2H2FeLiO2.

Each line ends with the Mulliken spin population.
Geometry (Å):
H -1.544 -2.079 1.230  0.9728
O 1.236 -0.658 -0.457  0.0209
C 0.835 0.513 -0.590  -0.0365
C -0.547 0.764 0.036  0.0218
O -1.283 -0.193 0.280  -0.0008
Fe 2.481 1.824 -0.680  3.9904
Li -0.364 -1.958 -0.175  0.0389
H -0.814 1.787 0.356  -0.0075

## Properties
- Charge: +2
- Strongest force on any atom: 0.06067 hartree/bohr
- Frontier orbital gap (alpha / beta): 8.0 / 7.1 eV
- Multiplicity: 6

=====

# 9
ORCA calculation (ωB97M-V/def2-TZVPD) on a structure of composition C2H2I2OS.

Each line ends with the Löwdin charge.
Geometry (Å):
C 0.013 1.128 -0.357  -0.5725
C -1.064 0.357 -0.083  -1.2729
O 0.983 1.624 -0.838  0.0967
S 1.856 -1.315 0.862  0.4389
I -1.689 -1.609 -0.009  0.9162
I -2.396 1.975 0.020  0.9076
H 1.531 -0.166 0.081  -0.1911
H 0.765 -1.994 0.324  -0.3230

## Properties
- Strongest force on any atom: 0.05856 hartree/bohr
- Frontier orbital gap: 7.8 eV

=====

# 10
ORCA calculation (ωB97M-V/def2-TZVPD) on a structure of composition C2H2INO3.

Each line ends with the Löwdin charge.
Geometry (Å):
C -0.601 -0.383 1.272  -0.7784
C -0.327 1.125 -0.075  -0.4057
N 0.843 -0.570 -1.216  0.0964
O -0.881 2.098 0.269  0.1496
O -1.366 -1.228 1.077  0.0045
O 0.389 0.737 -1.086  -0.0368
I 0.681 -0.138 2.963  0.7621
H 1.354 -0.632 -2.077  0.1034
H -0.092 -1.011 -1.127  0.1049

## Properties
- Strongest force on any atom: 0.10477 hartree/bohr
- Frontier orbital gap: 8.7 eV

=====

# 11
ORCA calculation (ωB97M-V/def2-TZVPD) on a structure of composition C2H2INOS2.

Each line ends with the Löwdin charge.
Geometry (Å):
C -0.358 -0.929 -0.261  -0.5778
C 1.444 0.447 0.286  -0.6630
N 0.911 -0.783 -0.038  -0.0221
O 0.876 1.435 1.039  -0.4348
S 0.689 1.845 -0.519  0.8593
S -1.588 0.283 0.012  0.1926
I -3.698 -0.647 -0.177  0.4359
H -0.777 -1.965 -0.600  0.0993
H 2.502 0.315 0.258  0.1105

## Properties
- Strongest force on any atom: 0.07322 hartree/bohr
- Frontier orbital gap: 7.9 eV

=====

# 12
ORCA calculation (ωB97M-V/def2-TZVPD) on a structure of composition C2H2KMgO2.

Each line ends with the Löwdin charge.
Geometry (Å):
C -0.006 -0.987 1.839  -0.2178
C -0.476 -1.910 0.825  -0.4276
O -0.111 -1.691 -0.433  -0.2801
O 0.765 0.019 1.445  -0.3527
H -1.536 -2.189 1.025  0.1508
Mg -0.450 1.433 3.395  0.9401
K 1.133 0.271 -0.963  0.9751
H 0.108 -2.520 1.864  0.2123

## Properties
- Charge: +1
- Strongest force on any atom: 0.11389 hartree/bohr
- Frontier orbital gap (alpha / beta): 4.9 / 4.1 eV

=====

# 13
ORCA calculation (ωB97M-V/def2-TZVPD) on a structure of composition C2H2LiMgO2.

Each line ends with the Löwdin charge.
Geometry (Å):
O -0.481 -0.526 0.614  0.0550
C -1.396 0.093 0.197  -0.1799
C -2.306 0.837 -0.353  0.1032
O 3.269 -0.871 0.365  -0.9516
Li 4.826 -0.779 -0.302  0.7638
Mg 1.490 -1.007 0.591  0.9932
H -2.529 1.812 0.084  0.1085
H -2.874 0.441 -1.196  0.1079

## Properties
- Charge: +1
- Strongest force on any atom: 0.02808 hartree/bohr
- Frontier orbital gap: 8.1 eV

=====

# 14
ORCA calculation (ωB97M-V/def2-TZVPD) on a structure of composition C2H2LuO2P.

Each line ends with the Löwdin charge.
Geometry (Å):
P -2.690 1.502 1.553  0.5807
O -1.795 2.337 0.529  -0.9523
O -0.683 -1.472 -0.677  -0.4385
C 0.531 -1.658 -0.137  -0.4069
C 1.456 -0.607 -0.254  -0.2889
H 2.431 -0.655 0.238  0.0261
H 1.450 0.008 -1.185  -0.0001
Lu -0.700 0.544 -0.067  1.4799

## Properties
- Strongest force on any atom: 0.03109 hartree/bohr
- Frontier orbital gap (alpha / beta): 5.0 / 5.3 eV

=====

# 15
ORCA calculation (ωB97M-V/def2-TZVPD) on a cluster of 2 separate species, C2H2N2O in total.

Each line ends with the Löwdin charge.
Geometry (Å):
N 0.839 1.409 -0.080  0.1738
C 0.988 0.256 0.199  -0.4476
O 1.352 -0.840 0.327  0.1364
H 0.403 2.247 0.304  0.0737
C -2.464 0.703 0.144  -0.0479
N -1.959 1.734 0.091  0.0670
H -3.205 -0.033 0.192  0.0446

## Properties
- SMILES: N=C=O.C#N
- Strongest force on any atom: 0.03445 hartree/bohr
- Frontier orbital gap: 11.5 eV

=====

# 16
ORCA calculation (ωB97M-V/def2-TZVPD) on an isolated molecule of C2H2N2O.

Each line ends with the Löwdin charge.
Geometry (Å):
O 0.234 -1.796 1.668  0.0554
C 0.593 -1.101 0.754  -0.2799
C 0.270 0.320 0.593  0.0474
N -0.431 0.870 -0.201  -0.1235
N -1.194 1.508 -0.928  0.1015
H 1.236 -1.469 -0.070  0.1209
H -0.709 1.667 -1.816  0.0782

## Properties
- Strongest force on any atom: 0.01196 hartree/bohr
- Frontier orbital gap: 9.8 eV

=====

# 17
ORCA calculation (ωB97M-V/def2-TZVPD) on an isolated molecule of C2H2N2O.

Each line ends with the Löwdin charge.
Geometry (Å):
C 1.095 0.255 -0.012  -0.2001
N 0.074 1.184 -0.024  0.0948
C -0.987 0.449 0.003  -0.2026
O -0.740 -0.861 -0.004  -0.0176
N 0.659 -0.969 -0.003  0.0763
H 2.153 0.497 0.156  0.1254
H -2.014 0.659 0.119  0.1238

## Properties
- SMILES: c1ncon1
- Strongest force on any atom: 0.02751 hartree/bohr
- Frontier orbital gap: 12.2 eV

=====

# 18
ORCA calculation (ωB97M-V/def2-TZVPD) on a cluster of 2 separate species, C2H2N2O in total.

Each line ends with the Mulliken spin population.
Geometry (Å):
C -1.713 0.839 0.869  0.0223
C 1.297 -0.492 -1.166  0.5856
N -1.647 0.179 -0.044  0.0033
N 0.821 -0.657 -0.056  0.7511
O 1.654 -0.613 -2.247  0.4700
H -1.682 1.453 1.792  0.0025
H 1.269 -0.709 0.853  0.1652

## Properties
- Strongest force on any atom: 0.14195 hartree/bohr
- Frontier orbital gap (alpha / beta): 5.0 / 7.8 eV
- Multiplicity: 3

=====

# 19
ORCA calculation (ωB97M-V/def2-TZVPD) on a cluster of 2 separate species, C2H2N2O in total.

Each line ends with the Mulliken spin population.
Geometry (Å):
C 1.265 -0.421 0.806  1.7008
C -1.478 0.403 0.368  -0.0090
N 1.415 -0.913 -0.230  0.2122
N -0.853 1.093 -0.392  0.0246
O -2.192 -0.304 0.916  0.0063
H 1.745 -1.117 -1.204  0.0547
H 0.098 1.259 -0.263  0.0103

## Properties
- Strongest force on any atom: 0.15887 hartree/bohr
- Frontier orbital gap (alpha / beta): 7.0 / 7.1 eV
- Multiplicity: 3

=====

# 20
ORCA calculation (ωB97M-V/def2-TZVPD) on a cluster of 2 separate species, C2H2N2O2S in total.

Each line ends with the Löwdin charge.
Geometry (Å):
O 0.533 1.156 -1.781  0.0882
C -0.520 0.705 -1.494  -0.8322
N -1.064 -0.126 -0.555  -0.2522
S -2.301 0.732 -1.538  0.8590
H -0.891 -1.111 -0.580  0.0792
N 0.963 -0.400 0.741  0.1805
C 0.835 -0.523 1.906  -0.4026
O 0.792 -0.539 3.048  0.1889
H 1.652 0.107 0.252  0.0913

## Properties
- SMILES: O=C1NS1.N=C=O
- Strongest force on any atom: 0.05370 hartree/bohr
- Frontier orbital gap: 9.3 eV